Record 1
Formula: C23H50N3O7PS
Source: the Open Molecules 2025 dataset
Level of theory: ωB97M-V/def2-TZVPD

CARTESIAN COORDINATES (ANGSTROEM)
S  -0.886481  -6.858629  -0.836373
P  0.715542  -6.562986  1.498115
O  0.041352  -2.786717  0.163948
O  -0.320790  -5.319364  -1.111435
O  1.062123  -3.911505  -2.252822
O  -0.813264  -6.965598  0.862247
O  0.063252  -7.833658  -1.431684
O  4.287871  -0.397465  1.313606
O  -3.047553  1.622726  -1.321945
N  5.010419  0.694296  1.412775
N  -4.194552  1.545426  -0.685176
N  1.877073  -7.594944  1.194401
C  -3.183762  3.406224  0.679489
C  -1.146063  -1.061560  1.362726
C  4.235309  1.840324  -0.695372
C  3.069559  2.276460  1.482057
C  -4.440576  2.847550  -0.010340
C  0.633532  -5.253632  -2.192282
C  -4.757294  -0.156402  -2.429507
C  -5.617450  2.186048  -2.644349
C  1.352179  -2.443435  -0.258792
C  3.747563  1.030081  3.545715
C  -5.456909  2.623479  1.141095
C  3.485872  2.871586  0.141170
C  -4.941432  3.935694  -0.979026
C  5.386450  1.128868  0.041037
C  4.253688  1.671049  2.243699
C  -0.902178  -1.739155  -0.037832
C  1.908501  -3.600510  -1.141449
C  5.833072  -0.041877  -0.851951
C  -5.227262  1.084257  -1.653361
C  -6.029389  3.476497  -1.943752
C  5.174626  2.811141  2.724389
C  6.632086  2.049590  0.138093
C  -6.493904  0.603437  -0.916150
H  4.619851  2.317785  -1.600339
H  5.517453  3.466107  1.926404
H  -6.204688  4.255224  -2.690324
H  0.521911  -6.500681  2.913072
H  -4.467235  -0.958294  -1.746467
H  2.997500  0.259662  3.368541
H  -6.252180  -0.158904  -0.172811
H  -1.816240  -0.186156  1.304557
H  -5.563021  -0.533338  -3.060379
H  -6.455744  2.988212  0.896119
H  4.571250  0.584816  4.108300
H  0.125201  -5.478637  -3.148775
H  4.641033  3.455342  3.426034
H  -0.142729  -0.820625  1.763748
H  -5.302092  4.795505  -0.408434
H  2.592609  3.051347  2.089401
H  2.596515  3.202072  -0.401411
H  2.900147  -3.298384  -1.545750
H  2.000169  -2.404150  0.649996
H  -6.978764  3.345402  -1.416068
H  7.379652  1.802092  -0.616934
H  -5.532554  1.570160  1.412728
H  -7.042637  1.399980  -0.418404
H  -1.849226  -2.220184  -0.357279
H  5.012313  -0.718427  -1.092972
H  6.386441  3.103796  -0.000105
H  -0.621636  -1.014052  -0.823676
H  -5.153724  3.135388  2.055578
H  -3.914379  0.055800  -3.086598
H  1.515635  -8.358665  0.627579
H  3.281919  1.784753  4.180550
H  -6.438194  1.841748  -3.280420
H  -2.418149  3.711833  -0.034338
H  6.210346  0.338568  -1.802759
H  -7.196019  0.159700  -1.624724
H  1.092965  -5.241674  1.109599
H  -4.782233  2.399572  -3.319373
H  2.302293  1.514220  1.309247
H  -4.098768  4.300111  -1.576624
H  6.051812  2.417934  3.242041
H  1.438992  -1.450550  -0.738743
H  -1.622802  -1.845786  1.986765
H  7.142195  1.938001  1.095242
H  2.070050  -4.500807  -0.511576
H  4.099645  3.765430  0.287178
H  3.508161  1.093117  -1.032249
H  -3.441135  4.295385  1.257676
H  -2.747229  2.674985  1.363441
H  1.523418  -5.892350  -2.036765
H  6.630699  -0.619676  -0.380462

Cartesian forces, eV/Å:
S 0.25 -1.36 -0.85
P 1.58 -1.90 0.22
O 0.24 0.95 -0.87
O 0.05 -1.87 0.53
O -0.25 -0.88 0.42
O 1.92 1.54 -0.48
O -1.37 1.87 1.17
O 0.84 0.09 0.45
O -0.26 -0.64 0.76
N -2.70 -1.24 -1.13
N 1.64 1.48 -2.30
N -1.58 1.04 -0.20
C 0.48 -0.36 -0.45
C 0.17 -0.76 -0.95
C -0.48 0.02 0.22
C -0.12 -0.05 -0.47
C -0.78 0.79 1.88
C 0.80 1.39 -0.93
C 0.63 0.16 0.03
C 0.13 0.47 -0.01
C 0.80 -1.09 0.51
C -0.05 -0.59 -0.25
C -0.30 -0.09 0.10
C 0.06 0.03 0.01
C -0.01 -0.08 -0.53
C 1.70 0.83 -1.09
C 0.32 1.41 1.58
C -1.23 0.14 1.16
C 0.57 0.77 0.26
C -0.37 -0.51 0.38
C -1.65 -1.36 -0.12
C -0.04 -0.03 0.07
C 0.21 0.22 -0.21
C 0.14 0.28 0.10
C -0.20 0.19 0.24
H 0.18 -0.13 0.05
H 0.04 -0.09 -0.01
H -0.01 0.00 0.05
H -0.68 0.41 -0.62
H 0.02 0.07 0.01
H 0.12 -0.04 -0.11
H 0.05 0.04 -0.02
H 0.43 -0.29 0.01
H -0.13 0.14 0.13
H -0.01 -0.09 -0.02
H -0.01 -0.01 -0.07
H 0.29 0.07 0.51
H -0.10 -0.17 0.00
H -0.67 0.16 0.05
H 0.10 -0.12 0.17
H 0.16 -0.10 0.14
H 0.05 0.00 -0.01
H -0.50 -0.13 0.27
H -0.15 0.08 -0.60
H 0.03 -0.06 -0.01
H -0.20 -0.05 -0.10
H 0.00 0.02 -0.12
H 0.09 -0.01 0.05
H 0.47 0.24 0.02
H 0.02 -0.01 0.20
H 0.00 -0.01 0.10
H 0.17 -0.39 0.37
H 0.08 0.14 -0.17
H 0.05 0.07 0.15
H 0.43 -0.09 0.05
H 0.10 0.15 -0.15
H 0.07 -0.19 0.13
H -0.03 -0.21 -0.03
H -0.01 0.22 0.15
H 0.17 0.00 -0.09
H -0.85 -0.33 0.30
H 0.11 -0.09 0.14
H 0.14 -0.13 0.04
H 0.09 -0.14 0.09
H -0.04 -0.05 -0.04
H -0.35 -0.52 -0.04
H 0.37 0.59 -0.12
H -0.12 0.01 0.01
H -0.13 0.52 -0.36
H 0.01 -0.03 0.05
H 0.11 -0.11 0.09
H -0.24 -0.11 -0.05
H -0.03 -0.01 -0.04
H -0.77 -0.06 0.17
H -0.04 0.02 0.03

Summary:
Charge: 0
Maximum force (eV Å⁻¹): 3.2
Frontier orbital gap (alpha / beta) (eV): 9.16 / 8.56
Energy above the lowest of the compared OMol25 structures with the same formula, charge and spin (kcal/mol): 61.2
2S+1: 3
DFT total energy (Eh): -2336.6012
LUMO level (alpha / beta) (eV): 0.5 / 0.0
<S²>: 2.008

Löwdin charges in e: atom 1 (S): 0.97, atom 2 (P): 0.67, atom 3 (O): -0.18, atom 4 (O): -0.35, atom 5 (O): -0.10, atom 6 (O): -0.55, atom 7 (O): -0.43, atom 8 (O): -0.03, atom 9 (O): -0.02, atom 10 (N): -0.07, atom 11 (N): -0.07, atom 12 (N): -0.29, atom 13 (C): -0.05, atom 14 (C): -0.06, atom 15 (C): -0.14, atom 16 (C): -0.14, atom 17 (C): -0.48, atom 18 (C): -0.26, atom 19 (C): -0.04, atom 20 (C): -0.14, atom 21 (C): -0.18, atom 22 (C): -0.04, atom 23 (C): -0.03, atom 24 (C): -0.18, atom 25 (C): -0.14, atom 26 (C): -0.48, atom 27 (C): -0.49, atom 28 (C): -0.25, atom 29 (C): -0.16, atom 30 (C): -0.05, atom 31 (C): -0.50, atom 32 (C): -0.18, atom 33 (C): -0.04, atom 34 (C): -0.03, atom 35 (C): -0.04, atom 36 (H): 0.13, atom 37 (H): 0.06, atom 38 (H): 0.11, atom 39 (H): 0.01, atom 40 (H): 0.09, atom 41 (H): 0.08, atom 42 (H): 0.09, atom 43 (H): 0.06, atom 44 (H): 0.09, atom 45 (H): 0.08, atom 46 (H): 0.09, atom 47 (H): 0.14, atom 48 (H): 0.09, atom 49 (H): 0.07, atom 50 (H): 0.13, atom 51 (H): 0.12, atom 52 (H): 0.11, atom 53 (H): 0.13, atom 54 (H): 0.13, atom 55 (H): 0.10, atom 56 (H): 0.08, atom 57 (H): 0.08, atom 58 (H): 0.06, atom 59 (H): 0.12, atom 60 (H): 0.07, atom 61 (H): 0.08, atom 62 (H): 0.12, atom 63 (H): 0.08, atom 64 (H): 0.08, atom 65 (H): -0.04, atom 66 (H): 0.09, atom 67 (H): 0.12, atom 68 (H): 0.08, atom 69 (H): 0.09, atom 70 (H): 0.09, atom 71 (H): 0.00, atom 72 (H): 0.13, atom 73 (H): 0.12, atom 74 (H): 0.12, atom 75 (H): 0.09, atom 76 (H): 0.12, atom 77 (H): 0.08, atom 78 (H): 0.08, atom 79 (H): 0.10, atom 80 (H): 0.10, atom 81 (H): 0.12, atom 82 (H): 0.09, atom 83 (H): 0.09, atom 84 (H): 0.14, atom 85 (H): 0.09



Record 2
Formula: C5H7NO
Source: the Open Molecules 2025 dataset
Level of theory: ωB97M-V/def2-TZVPD

CARTESIAN COORDINATES (ANGSTROEM)
O  1.723761  -1.363616  -0.286732
N  0.698549  1.327936  -2.324114
C  -0.607030  -0.883599  0.106334
C  1.552741  0.401360  0.588009
C  -1.579388  0.255647  0.363979
C  0.776330  -0.404671  -0.337959
C  0.710728  0.520828  -1.497969
H  -1.751647  0.838776  -0.545661
H  2.559510  0.681312  0.323233
H  -1.213537  0.941108  1.139629
H  -0.485037  -1.521826  0.991402
H  -2.537376  -0.139616  0.707811
H  1.110600  0.880772  1.473380
H  -0.958208  -1.534408  -0.701339

Cartesian forces, eV/Å:
O 0.60 0.48 1.04
N -0.03 -0.47 0.50
C -0.04 0.04 -0.07
C 0.42 -0.21 0.82
C -0.14 0.09 0.01
C -0.82 1.00 -0.52
C -0.24 -0.08 -1.60
H -0.03 -0.05 0.14
H -0.13 0.10 -0.32
H -0.06 -0.14 -0.13
H 0.15 0.23 -0.17
H 0.05 0.08 -0.06
H 0.35 -1.16 0.23
H -0.08 0.08 0.13

Summary:
Charge: 0
Maximum force (eV Å⁻¹): 1.6
Frontier orbital gap (alpha / beta) (eV): 9.59 / 8.77
Energy above the lowest of the compared OMol25 structures with the same formula, charge and spin (kcal/mol): 97.8
DFT total energy (Eh): -324.5686
LUMO level (alpha / beta) (eV): -1.2 / -1.4

natural (NBO) charges in e: atom 1 (O): -0.45, atom 2 (N): -0.31, atom 3 (C): -0.40, atom 4 (C): -0.03, atom 5 (C): -0.62, atom 6 (C): 0.05, atom 7 (C): 0.23, atom 8 (H): 0.22, atom 9 (H): 0.22, atom 10 (H): 0.20, atom 11 (H): 0.23, atom 12 (H): 0.23, atom 13 (H): 0.21, atom 14 (H): 0.23



Record 3
Formula: C4H6Cl2
Source: the Open Molecules 2025 dataset
Level of theory: ωB97M-V/def2-TZVPD

CARTESIAN COORDINATES (ANGSTROEM)
Cl  1.821066  1.961264  -0.195518
Cl  3.205276  -0.807560  -0.317692
C  -1.972304  -0.257080  -0.277800
C  0.547358  -0.438278  0.185902
C  -0.569931  0.209442  -0.094524
C  1.840592  0.288925  0.394018
H  -0.535302  1.349113  -0.379789
H  0.707633  -1.508466  0.278783
H  -2.159600  -0.798330  -1.258220
H  -2.363228  -0.973088  0.551028
H  2.147263  0.274507  1.457768
H  -2.668819  0.699547  -0.343953

Cartesian forces, eV/Å:
Cl 0.67 -0.47 0.12
Cl -0.80 1.09 0.13
C -2.58 -0.28 0.04
C 0.47 0.41 -0.07
C -0.53 2.36 -1.24
C 0.80 -0.88 0.35
H 0.46 -2.35 0.99
H -0.64 0.02 0.25
H 0.47 0.57 1.04
H 0.70 1.33 -1.33
H -0.29 0.35 -0.68
H 1.27 -2.15 0.40

Summary:
Charge: 0
Maximum force (eV Å⁻¹): 2.7
Frontier orbital gap (eV): 10.65
Energy above the lowest of the compared OMol25 structures with the same formula, charge and spin (kcal/mol): 20.7
DFT total energy (Eh): -1076.3491
LUMO level (eV): 0.7
SMILES string: C/C=C/C(Cl)Cl

natural (NBO) charges in e: atom 1 (Cl): 0.00, atom 2 (Cl): -0.10, atom 3 (C): -0.66, atom 4 (C): -0.28, atom 5 (C): -0.15, atom 6 (C): -0.17, atom 7 (H): 0.22, atom 8 (H): 0.23, atom 9 (H): 0.24, atom 10 (H): 0.23, atom 11 (H): 0.23, atom 12 (H): 0.22



> The highest maximum force belongs to which entry?

C23H50N3O7PS